1.
C22H24O5S in the gas phase, computed with ωB97M-V/def2-TZVPD.

```
! RIJCOSX wB97M-V def2-TZVPD def2/J DEFGRID3
* xyz 0 1
C 0.561 3.027 7.174
C 1.273 2.552 5.913
C 1.699 3.728 5.038
C 2.510 3.330 3.803
C 1.731 2.465 2.803
C 2.045 0.968 2.938
C 1.164 0.165 2.030
C 1.575 -0.229 0.779
C 0.736 -0.947 -0.083
C 1.112 -1.393 -1.384
C 0.234 -2.083 -2.138
S 0.738 -2.730 -3.748
O 0.929 -4.146 -3.609
O 1.877 -1.939 -4.142
C -0.630 -2.388 -4.841
C -1.422 -3.420 -5.303
C -2.491 -3.126 -6.126
C -2.774 -1.810 -6.485
C -3.948 -1.510 -7.364
C -1.958 -0.790 -6.007
C -0.884 -1.075 -5.183
C -1.105 -2.390 -1.685
O -1.946 -2.969 -2.325
O -1.431 -1.955 -0.427
C -0.562 -1.271 0.350
C -0.991 -0.882 1.614
C -0.144 -0.169 2.446
O -0.536 0.225 3.677
H 1.215 3.664 7.767
H 0.261 2.180 7.787
H -0.329 3.597 6.918
H 0.603 1.899 5.352
H 2.156 1.974 6.194
H 2.304 4.412 5.640
H 0.809 4.276 4.718
H 2.829 4.248 3.306
H 3.412 2.801 4.118
H 1.973 2.770 1.783
H 0.661 2.620 2.945
H 3.092 0.796 2.683
H 1.880 0.654 3.968
H 2.571 0.013 0.442
H 2.097 -1.186 -1.778
H -1.188 -4.428 -5.002
H -3.122 -3.922 -6.494
H -3.956 -0.466 -7.666
H -3.928 -2.134 -8.255
H -4.875 -1.722 -6.831
H -2.167 0.234 -6.281
H -0.234 -0.297 -4.811
H -1.991 -1.144 1.928
H -1.434 -0.081 3.857
*
```

The energy above the lowest of the compared OMol25 structures with the same formula, charge and spin is 4.6 kJ/mol. As for the structure (SMILES): CCCCCCc1cc2cc(S(=O)(=O)c3ccc(C)cc3)c(=O)oc2cc1O. The calculation puts the HOMO-LUMO gap at 8.38 eV. The highest occupied orbital energy is -8.74 eV.

=====

2.
C10H15OP in the gas phase, computed with ωB97M-V/def2-TZVPD.

```
! RIJCOSX wB97M-V def2-TZVPD def2/J DEFGRID3
* xyz 0 1
C -2.689 1.792 -0.340
C -1.510 0.680 -0.127
C -1.408 -0.120 -1.516
P -0.162 0.860 -2.615
O -1.924 -0.100 1.015
C -1.070 -1.232 1.274
C 0.494 -0.971 1.096
C 1.212 0.168 1.878
C 2.724 0.394 1.620
C 3.442 -0.514 0.595
C 2.748 -1.665 -0.175
C 1.240 -1.895 0.069
H -3.050 2.103 0.697
H -3.539 1.336 -0.973
H -2.209 2.687 -0.886
H -0.562 1.315 0.056
H -0.971 -1.168 -1.448
H -2.387 -0.114 -2.114
H -0.888 1.957 -3.234
H 0.723 1.548 -1.693
H -1.232 -1.512 2.384
H -1.356 -2.174 0.668
H 0.593 0.793 2.596
H 3.286 1.223 2.170
H 4.554 -0.361 0.410
H 3.305 -2.324 -0.926
H 0.635 -2.704 -0.481
*
```

The energy above the lowest of the compared OMol25 structures with the same formula, charge and spin is 343.6 kJ/mol. As for the structure (SMILES): C[C@H](CP)OCc1ccccc1. The calculation puts the HOMO-LUMO gap at 9.03 eV. The highest occupied orbital energy is -8.53 eV.